1.
{"formula": "C9H18F3OP", "method": "wB97M-V/def2-TZVPD", "orbital_gap_ev": 9.5012, "smiles": "CCC(C)(C)C(F)(F)[C@@](O)(F)P(C)C", "homo_energy_ev": -8.7, "charge": 0, "e_above_lowest_kj_mol": 48.3, "energy_ev": -29112.05793, "elements": ["C", "C", "C", "C", "C", "C", "F", "F", "C", "O", "F", "P", "C", "C", "H", "H", "H", "H", "H", "H", "H", "H", "H", "H", "H", "H", "H", "H", "H", "H", "H", "H"], "xyz": [[0.084363, -1.387674, 2.289321], [1.026385, -0.266127, 2.094523], [0.522811, 1.021191, 1.310932], [1.655001, 1.904266, 0.888032], [-0.432086, 1.806720, 2.283432], [-0.300954, 0.720593, 0.035574], [-1.523188, 0.133864, 0.267003], [-0.649009, 1.958024, -0.516996], [0.283734, -0.179178, -1.109785], [0.609512, 0.407557, -2.327998], [1.437137, -0.792261, -0.700177], [-1.027670, -1.571175, -1.406993], [-2.129016, -0.543829, -2.498853], [-0.053935, -2.416436, -2.736357], [-0.622540, -1.249857, 3.025088], [-0.524937, -1.605164, 1.272139], [0.533011, -2.320464, 2.686126], [1.945766, -0.539130, 1.562763], [1.566214, 0.041220, 3.038260], [1.853891, 1.597336, -0.161017], [1.327159, 2.959522, 0.886160], [2.535162, 1.635679, 1.614431], [-1.385646, 1.323924, 2.425881], [0.262288, 1.895877, 3.246850], [-0.565999, 2.922828, 1.958806], [0.130997, 1.277695, -2.177101], [-2.203778, 0.446501, -2.103220], [-3.065824, -1.037993, -2.445214], [-1.647990, -0.424184, -3.596436], [0.373578, -1.682244, -3.330011], [-0.774211, -2.961462, -3.412102], [0.759775, -3.075619, -2.363062]], "atomic_forces_ev_per_a": [[-0.61, -2.16, -3.07], [2.34, 1.57, -0.46], [-2.33, -0.72, 1.49], [1.50, -0.67, 0.30], [2.65, 2.15, 0.77], [-0.10, 0.18, -0.42], [0.01, 0.95, 1.08], [0.26, -0.32, -0.14], [-0.30, -1.94, -0.57], [-1.40, 2.64, 1.58], [0.37, -0.15, 0.48], [0.78, -0.33, -0.64], [2.44, -0.11, -2.08], [-1.05, -1.74, 0.48], [-1.93, 1.07, 1.53], [1.56, 0.05, 2.51], [0.34, 0.39, -0.83], [-0.46, -0.64, -0.41], [-1.24, 0.22, -0.45], [0.85, 0.50, 0.69], [0.63, -0.49, 0.17], [-1.32, 1.10, -1.67], [-0.13, -0.09, 0.43], [-2.03, -0.27, -1.60], [-0.04, -2.15, 0.34], [1.01, -0.80, -1.19], [-0.31, 0.59, 0.32], [-1.04, -0.20, -0.57], [-1.40, -0.52, 2.44], [0.97, 1.46, -1.24], [0.74, 0.20, 0.88], [-0.80, 0.25, -0.14]], "lowdin_charge": [-0.10, -0.23, -0.48, -0.03, -0.03, -0.41, -0.02, 0.05, -0.60, 0.00, 0.03, 0.98, -0.27, -0.30, 0.04, 0.09, 0.09, 0.10, 0.13, 0.09, 0.09, 0.13, 0.07, 0.13, 0.11, 0.13, 0.01, 0.01, 0.10, -0.01, 0.06, 0.05]}

2.
{"formula": "C9H18FHfO3", "method": "wB97M-V/def2-TZVPD", "orbital_gap_ev": 2.5112, "homo_energy_ev": -19.0, "charge": 3, "e_above_lowest_kj_mol": 103.5, "energy_ev": -19753.58231, "elements": ["Hf", "F", "C", "C", "O", "C", "H", "H", "H", "H", "H", "H", "C", "C", "O", "C", "H", "H", "H", "H", "H", "H", "C", "C", "O", "C", "H", "H", "H", "H", "H", "H"], "xyz": [[-7.304570, -22.035470, 19.811860], [-6.969300, -21.142590, 17.696970], [-6.156760, -17.687370, 17.903930], [-4.797810, -17.980800, 17.317620], [-4.233740, -17.154070, 16.635010], [-4.216670, -19.345250, 17.601770], [-6.082960, -17.525430, 18.979300], [-6.856400, -18.501190, 17.713370], [-6.572760, -16.826840, 17.379980], [-4.309300, -19.570030, 18.664310], [-3.169440, -19.403480, 17.305070], [-4.811810, -20.098870, 17.086060], [-10.381910, -22.107600, 16.165400], [-10.404280, -22.503960, 17.615060], [-9.546060, -22.183280, 18.388610], [-11.494110, -23.465590, 18.025950], [-10.414660, -22.975670, 15.507000], [-9.454930, -21.547440, 16.042760], [-11.289350, -21.526610, 16.000790], [-11.215520, -24.445980, 17.639540], [-12.498200, -23.119050, 17.781380], [-11.500910, -23.589540, 19.108850], [-2.613330, -23.301950, 19.102740], [-3.900930, -22.852590, 18.471040], [-4.920360, -22.631520, 19.142200], [-3.975300, -22.803930, 16.940680], [-2.829940, -23.356880, 20.169590], [-1.843430, -22.530860, 19.130260], [-2.282110, -24.228680, 18.634150], [-3.977990, -23.800910, 16.500090], [-3.191680, -22.178210, 16.513470], [-4.948820, -22.386720, 16.683230]], "atomic_forces_ev_per_a": [[1.32, 1.17, -8.53], [-0.67, -1.69, 5.06], [-1.45, 0.60, -0.20], [1.38, 1.53, -1.56], [-1.11, -1.70, 1.42], [0.65, -0.84, 0.27], [0.32, 0.20, 0.02], [0.36, -0.47, -0.11], [0.15, 0.23, 0.36], [0.02, 0.31, 0.09], [-0.12, 0.19, -0.08], [-0.14, 0.26, -0.28], [0.72, 0.53, 1.12], [-3.46, -2.60, -2.69], [4.97, 1.33, 4.07], [0.41, 0.53, 1.26], [-0.08, -0.13, 0.16], [-0.30, 0.22, -0.56], [0.06, 0.22, -0.27], [-0.39, -0.02, -0.53], [0.13, -0.26, -0.66], [0.15, 0.11, 0.12], [-1.35, 0.89, 1.24], [1.51, -0.93, -2.40], [-3.22, 0.75, 2.21], [-1.10, 0.60, 1.09], [0.11, -0.83, 0.08], [0.19, 0.10, -0.88], [0.18, 0.10, 0.07], [0.49, -0.19, 0.17], [0.25, -0.31, 0.08], [0.00, 0.11, -0.12]], "lowdin_charge": [2.29, -0.45, 0.05, -0.34, 0.33, 0.03, 0.12, 0.08, 0.12, 0.10, 0.12, 0.07, 0.05, -0.44, -0.07, 0.03, 0.12, 0.09, 0.13, 0.12, 0.12, 0.09, 0.05, -0.38, -0.13, 0.03, 0.10, 0.12, 0.13, 0.12, 0.11, 0.07]}

3.
{"formula": "C9H18FO2PS", "method": "wB97M-V/def2-TZVPD", "orbital_gap_ev": 9.1765, "smiles": "CC[C@H](F)P(CCCS)COC(C)=O", "homo_energy_ev": -8.6, "charge": 0, "e_above_lowest_kj_mol": 248.2, "energy_ev": -36558.59187, "elements": ["C", "C", "C", "F", "P", "C", "C", "C", "S", "C", "O", "C", "C", "O", "H", "H", "H", "H", "H", "H", "H", "H", "H", "H", "H", "H", "H", "H", "H", "H", "H", "H"], "xyz": [[1.712255, -3.575459, 0.059978], [0.855692, -2.605734, -0.922602], [1.029597, -1.111528, -0.321278], [0.490337, -1.129745, 1.023469], [0.310607, 0.240426, -1.431721], [1.523620, 1.697830, -1.287746], [1.084988, 2.850734, -0.266230], [0.932106, 2.380845, 1.253875], [2.606281, 2.242974, 2.090438], [-1.364172, 0.871330, -0.794752], [-2.496962, 0.213168, -1.415565], [-3.163523, -0.668476, -0.525395], [-3.796178, -0.279734, 0.882585], [-3.305910, -1.861173, -0.906090], [2.600155, -2.936496, 0.428928], [2.079612, -4.518886, -0.480420], [1.102339, -3.838814, 0.997686], [-0.264879, -2.832950, -0.876988], [1.234790, -2.663648, -2.009963], [2.172042, -0.934458, -0.291282], [1.562684, 2.174825, -2.339219], [2.570496, 1.277856, -1.095093], [0.147964, 3.423669, -0.599746], [1.934724, 3.636116, -0.276445], [0.284613, 3.149608, 1.822660], [0.422256, 1.373150, 1.399964], [2.442852, 1.143218, 2.947349], [-1.421643, 1.981324, -1.111085], [-1.420581, 0.882931, 0.351969], [-3.236899, -0.862792, 1.705073], [-4.897009, -0.564869, 0.883858], [-3.732253, 0.844756, 1.103786]], "atomic_forces_ev_per_a": [[-0.23, 0.71, -0.08], [0.02, 0.44, 1.05], [0.49, -1.03, -0.28], [0.72, 0.12, -1.25], [0.27, -0.32, -0.85], [-0.48, 1.01, -0.09], [1.26, 0.32, 0.48], [-1.03, 0.09, 0.35], [-0.62, -0.72, 0.18], [0.19, 1.88, 1.07], [-0.13, -0.79, 2.40], [-0.64, -4.20, -1.25], [0.64, 0.92, -0.10], [0.46, 4.53, 1.29], [-1.12, -1.31, -0.61], [-0.58, 1.44, 0.92], [0.91, 0.26, -1.55], [1.56, 0.10, -0.28], [-0.63, 0.29, 1.79], [-1.74, 0.00, 0.32], [-0.07, -0.81, 1.61], [-1.50, 0.62, 0.01], [1.29, -1.10, 0.42], [-1.34, -1.06, 0.01], [1.16, -1.13, -0.87], [0.68, 1.26, -0.53], [-0.21, 1.09, -1.04], [0.19, -1.75, 0.39], [-0.15, -0.23, -1.61], [-0.93, 0.89, -1.40], [1.57, 0.16, -0.16], [0.01, -1.65, -0.33]], "lowdin_charge": [-0.12, -0.23, -0.47, -0.12, 1.03, -0.38, -0.33, -0.56, 0.62, -0.36, -0.11, -0.41, -0.01, 0.05, 0.07, 0.08, 0.08, 0.11, 0.11, 0.11, 0.08, 0.08, 0.10, 0.10, 0.08, 0.04, -0.13, 0.11, 0.09, 0.11, 0.09, 0.09]}

4.
{"formula": "C9H18GdO5S", "method": "wB97M-V/def2-TZVPD", "orbital_gap_ev": [8.0811, 6.0064], "s2": 16.78, "homo_energy_ev": [-20.5, -20.0], "charge": 3, "energy_ev": -51496.29230, "multiplicity": 8, "elements": ["C", "O", "C", "C", "C", "C", "C", "C", "C", "C", "O", "S", "O", "O", "O", "H", "H", "H", "H", "H", "H", "H", "H", "H", "H", "H", "H", "H", "H", "H", "H", "H", "H", "Gd"], "xyz": [[-1.929522, -0.780054, -3.628897], [-1.282294, -0.667336, -2.411400], [-0.740185, 0.664706, -2.193124], [-0.260274, 0.735696, -0.750177], [1.122165, 0.073592, -0.504681], [1.231515, -1.068355, 0.523166], [1.336029, -0.505771, 1.964019], [2.639036, 0.131755, 2.448587], [1.230574, -1.873041, 2.903209], [-0.309552, 2.238063, -0.320356], [-1.426749, 2.364153, 0.572158], [-2.103406, 1.027871, 1.006049], [-3.445673, 0.968816, 0.541158], [-1.736184, 0.681828, 2.323031], [-1.283622, 0.076705, -0.001068], [-1.588682, -0.144089, -4.448171], [-1.899607, -1.825136, -3.965280], [-3.005356, -0.502834, -3.477328], [0.052143, 0.883038, -2.911399], [-1.542464, 1.391792, -2.349742], [1.479717, -0.352040, -1.445660], [1.841213, 0.848139, -0.238225], [2.158401, -1.614468, 0.344014], [0.427580, -1.791093, 0.412292], [0.528386, 0.209537, 2.094544], [3.394780, -0.153418, 1.703958], [3.037374, -0.187238, 3.413885], [2.497888, 1.212008, 2.502340], [1.850046, -2.687975, 2.544014], [0.170408, -2.079330, 2.717884], [1.482480, -1.578422, 3.913093], [0.614543, 2.617699, 0.106735], [-0.541469, 2.892016, -1.160614], [-3.999240, -1.206815, -2.228015]], "atomic_forces_ev_per_a": [[0.97, -0.18, -0.77], [-0.46, -0.03, -0.36], [-0.19, 0.12, 0.14], [0.33, 0.19, 0.22], [0.04, -0.07, -0.25], [0.34, 0.00, 0.39], [-0.41, 0.50, -1.00], [0.18, -0.22, -0.25], [0.26, -0.26, 0.39], [-0.28, 0.06, -0.42], [0.02, 0.30, 0.09], [0.64, -0.12, -0.12], [-0.50, -0.16, -0.19], [-0.29, 0.01, 0.17], [0.13, -0.22, 0.16], [0.05, 0.09, 0.08], [-0.14, -0.10, -0.03], [1.94, 1.69, -3.12], [0.05, -0.20, -0.03], [-0.07, 0.02, 0.04], [0.02, -0.01, 0.01], [0.03, 0.06, -0.12], [0.01, -0.01, -0.15], [-0.17, 0.10, 0.06], [-0.16, -0.18, 0.39], [0.06, -0.16, 0.13], [0.07, 0.06, 0.04], [-0.13, 0.03, 0.16], [0.14, 0.07, -0.07], [-0.09, 0.22, 0.03], [-0.16, -0.07, 0.09], [-0.11, -0.19, 0.50], [0.08, -0.02, -0.09], [-2.21, -1.31, 3.88]], "lowdin_charge": [-0.20, -0.21, -0.07, -0.39, -0.05, -0.12, -0.23, 0.04, 0.14, -0.04, -0.13, 0.61, -0.24, -0.16, -0.19, 0.16, 0.14, -0.14, 0.17, 0.15, 0.14, 0.13, 0.14, 0.13, 0.11, 0.13, 0.13, 0.12, 0.12, 0.13, 0.11, 0.15, 0.15, 2.05]}